a:
# C3H4N2

2 unconnected molecules or ions with the total composition C3H4N2 (the ωB97M-V functional and the def2-TZVPD basis, the Open Molecules 2025 dataset).

## Properties
Total charge: 0
E_HOMO: -10.05 eV
Frontier orbital gap: 11.23 eV
Structure (SMILES): C#CC.N#N
Lowest unoccupied orbital energy: 1.1762 eV

Each line ends with the Löwdin charge.
Positions of all 9 atoms, in Å:
C  -1.0408  1.1784  1.5471  0.10
C  -0.8551  0.1720  0.9512  -0.19
C  -0.5771  -0.8991  0.0497  -0.14
H  -0.9514  2.1602  1.8443  0.01
H  0.3935  -1.3090  0.0041  0.04
H  -0.6555  -0.6523  -0.9654  0.05
H  -1.0847  -1.8302  0.1930  0.07
N  2.6583  1.0341  -1.9956  0.03
N  2.1128  0.1460  -1.6284  0.02

b:
# C3H4N2

A single C3H4N2 molecule (the ωB97M-V functional and the def2-TZVPD basis, the Open Molecules 2025 dataset).

## Properties
Total charge: 0
E_HOMO (alpha / beta): -8.22 / -8.70 eV
Frontier orbital gap (alpha / beta): 7.66 / 8.27 eV
Lowest unoccupied orbital energy (alpha / beta): -0.5654 / -0.4326 eV

Each line ends with the Löwdin charge.
Positions of all 9 atoms, in Å:
N  1.4050  -0.9996  -0.7715  0.06
C  1.4387  0.1579  -0.4545  -0.16
C  0.1982  0.8590  -0.0211  -0.30
C  -0.9219  -0.2434  -0.1774  -0.07
N  -0.5101  0.2745  1.0629  0.00
H  0.1226  1.9345  -0.1391  0.11
H  -1.9764  -0.0440  -0.4207  0.08
H  0.4302  -1.6497  -0.9034  0.15
H  -0.0719  -0.2594  1.8053  0.13

Of them, the most stable is a and the least stable is b.